Molecular formula: C13H22Cl2O6PRuS2Te4
Method: DFT, the ωB97M-V functional and the def2-TZVPD basis

Last column: Mulliken spin population.
Element x y z (Å)
Ru (0.52, -1.09, 1.04)  2.98
Te (-0.85, -3.51, 1.74)  0.19
Te (-0.32, -5.66, 3.42)  0.14
Te (2.16, -4.76, 4.37)  0.39
Te (2.25, -2.39, 2.92)  0.80
O (4.07, -2.07, -1.51)  0.00
S (2.84, -1.31, -1.23)  0.02
O (1.83, -1.50, -2.25)  0.01
O (2.45, -1.41, 0.17)  0.05
C (3.38, 0.42, -1.43)  0.01
C (4.75, 0.59, -1.78)  0.00
C (5.30, 1.86, -1.97)  0.00
C (4.51, 2.98, -1.81)  0.00
C (3.16, 2.83, -1.47)  0.00
C (2.58, 1.55, -1.27)  -0.01
S (0.82, 1.56, -0.83)  0.05
O (0.49, 2.99, -0.81)  0.00
O (0.16, 0.86, -1.93)  0.00
O (0.76, 0.97, 0.50)  0.00
H (5.39, -0.28, -1.90)  0.00
H (6.35, 1.95, -2.23)  0.00
H (4.92, 3.98, -1.95)  0.00
H (2.56, 3.72, -1.35)  0.00
C (-3.30, 0.39, -1.60)  0.00
C (-3.44, -0.09, -0.16)  0.09
P (-1.83, -0.29, 0.68)  -0.04
C (-2.24, -0.86, 2.37)  0.03
C (-3.63, -0.54, 2.89)  0.00
C (-1.22, 1.42, 0.91)  0.03
C (-2.11, 2.39, 1.67)  0.00
H (-4.29, 0.44, -2.08)  0.00
H (-2.68, -0.30, -2.19)  0.00
H (-2.85, 1.38, -1.65)  0.00
H (-3.95, -1.06, -0.17)  0.01
H (-4.10, 0.60, 0.38)  0.00
H (-1.50, -0.47, 3.07)  -0.03
H (-2.13, -1.95, 2.38)  0.03
H (-3.86, 0.52, 2.89)  0.00
H (-3.73, -0.90, 3.93)  0.00
H (-4.41, -1.06, 2.31)  0.00
H (-1.02, 1.85, -0.08)  0.01
H (-0.25, 1.37, 1.41)  -0.05
H (-3.10, 2.48, 1.22)  0.00
H (-1.65, 3.38, 1.67)  0.00
H (-2.22, 2.09, 2.71)  0.00
Cl (1.17, -3.34, -3.45)  0.00
C (-0.29, -2.58, -2.79)  0.05
Cl (0.05, -1.94, -1.16)  0.04
H (-1.10, -3.33, -2.72)  0.00
H (-0.61, -1.75, -3.45)  0.00
H (0.20, -0.19, 2.60)  0.18

Computed properties:
Total charge: -2
HOMO energy (spin up / spin down) in eV: -0.67 / -1.14
LUMO (spin up / spin down) in eV: 3.99 / 3.63
Spin multiplicity: 6
HOMO-LUMO gap (spin up / spin down) in eV: 4.66 / 4.77

Molecular formula: CH4NO3
Method: DFT, the ωB97M-V functional and the def2-TZVPD basis

Last column: natural (NBO) charge in e.
Element x y z (Å)
C (0.65, 0.94, 0.08)  0.93
N (-0.58, 1.10, -0.06)  -0.69
O (1.65, 0.82, 0.81)  -0.08
O (1.68, 0.86, -0.64)  -0.11
O (-0.32, -1.46, 0.13)  -1.08
H (-1.19, 0.83, 0.65)  0.46
H (-0.61, -2.28, 1.01)  0.57
H (-1.01, 0.91, -1.06)  0.48
H (-0.28, -1.72, -0.91)  0.52

Computed properties:
Total charge: +1
HOMO energy in eV: -16.17
LUMO in eV: -5.33
HOMO-LUMO gap in eV: 10.85

Molecular formula: C24H30Cl4CuN3O2SSb
Method: DFT, the ωB97M-V functional and the def2-TZVPD basis

Last column: Mulliken spin population.
Element x y z (Å)
Cu (-0.39, -0.28, 1.11)  0.02
Cl (-3.52, 0.54, -4.94)  0.01
C (-2.39, 0.09, -3.72)  0.08
C (-1.24, -0.66, -4.08)  0.06
Cl (-1.00, -1.12, -5.72)  0.01
C (-0.31, -1.00, -3.13)  0.00
Cl (1.11, -1.89, -3.52)  0.00
C (-0.46, -0.60, -1.76)  0.15
O (0.41, -0.82, -0.88)  0.24
C (-1.69, 0.11, -1.38)  0.12
O (-1.88, 0.41, -0.18)  0.24
C (-2.61, 0.46, -2.42)  0.01
Cl (-4.00, 1.37, -1.95)  0.00
C (-0.28, 3.14, 5.00)  0.00
N (-0.34, 3.53, 3.60)  0.00
C (-0.68, 4.78, 3.12)  0.00
C (-0.65, 4.71, 1.78)  0.00
N (-0.28, 3.41, 1.44)  0.00
C (-0.10, 2.68, 2.57)  0.00
S (0.30, 1.05, 2.81)  0.00
C (-0.05, 3.01, 0.09)  -0.01
C (-0.99, 3.36, -0.87)  0.01
C (-0.69, 3.08, -2.19)  0.01
C (0.50, 2.43, -2.48)  -0.02
C (1.34, 2.09, -1.43)  0.01
N (1.09, 2.39, -0.16)  0.00
H (-0.52, 4.01, 5.60)  0.00
H (0.72, 2.78, 5.24)  0.00
H (-0.99, 2.34, 5.19)  0.00
H (-0.90, 5.60, 3.77)  0.00
H (-0.82, 5.45, 1.02)  0.00
H (-1.93, 3.81, -0.59)  0.00
H (-1.39, 3.33, -2.98)  0.00
H (0.77, 2.17, -3.50)  0.00
H (2.27, 1.56, -1.61)  0.00
C (0.21, -4.98, 3.76)  0.00
C (-0.60, -3.75, 3.38)  0.01
C (-0.54, -2.69, 4.48)  0.00
Sb (-0.10, -2.77, 1.51)  0.01
C (-0.94, -4.08, 0.00)  0.00
C (-2.30, -3.53, -0.43)  0.01
C (-1.05, -5.54, 0.43)  0.00
C (2.01, -3.15, 1.22)  0.00
C (2.80, -2.53, 2.38)  0.00
C (2.40, -4.59, 0.95)  0.00
H (-0.17, -5.40, 4.70)  0.00
H (1.26, -4.74, 3.91)  0.00
H (0.15, -5.77, 3.00)  0.00
H (-1.65, -4.04, 3.24)  0.00
H (0.48, -2.34, 4.63)  0.00
H (-0.88, -3.11, 5.44)  0.00
H (-1.15, -1.82, 4.25)  0.00
H (-0.24, -3.99, -0.83)  0.00
H (-3.01, -3.56, 0.39)  0.00
H (-2.71, -4.14, -1.24)  0.00
H (-2.24, -2.50, -0.78)  0.00
H (-1.71, -5.65, 1.29)  0.00
H (-0.08, -5.98, 0.68)  0.00
H (-1.48, -6.14, -0.38)  0.00
H (2.19, -2.55, 0.32)  0.00
H (2.63, -3.07, 3.31)  0.00
H (2.53, -1.48, 2.54)  0.00
H (3.87, -2.57, 2.17)  0.00
H (2.20, -5.24, 1.80)  0.00
H (3.48, -4.65, 0.74)  0.00
H (1.88, -4.99, 0.08)  0.00

Computed properties:
HOMO energy (spin up / spin down) in eV: -7.05 / -7.46
LUMO (spin up / spin down) in eV: 0.47 / -1.29
Spin multiplicity: 2
HOMO-LUMO gap (spin up / spin down) in eV: 7.53 / 6.17

Molecular formula: C4H8OS
Method: DFT, the ωB97M-V functional and the def2-TZVPD basis

Last column: natural (NBO) charge in e.
Element x y z (Å)
C (0.99, 0.70, -0.91)  -0.64
C (0.13, 0.49, 0.24)  0.22
O (-0.28, 1.61, 0.92)  -0.68
C (0.40, -0.68, 1.18)  -0.44
C (-0.83, -0.70, 0.31)  -0.38
S (-1.01, -2.03, -0.93)  -0.02
H (1.99, 1.01, -0.52)  0.22
H (0.56, 1.37, -1.73)  0.21
H (1.21, -0.24, -1.41)  0.24
H (-0.67, 2.17, 0.20)  0.47
H (1.20, -1.39, 1.16)  0.23
H (0.17, -0.40, 2.21)  0.23
H (-1.79, -0.42, 0.85)  0.23
H (-2.07, -1.48, -1.58)  0.13

Computed properties:
Structure (SMILES): C[C@]1(O)C[C@@H]1S
HOMO energy in eV: -8.80
LUMO in eV: 0.76
HOMO-LUMO gap in eV: 9.56